The following is a quantum chemistry calculation of a structure of composition C25H26BrN4O3PPtS2 at a distorted geometry, from the OMol25 dataset.

Its molar mass is 800.60 g mol⁻¹. As for the expectation value of S²: 0.802. The relative energy (zero: lowest compared OMol25 entry of this formula, charge and spin) comes out at 93.4 kJ/mol.

Geometry as ORCA input:
```
! RIJCOSX wB97M-V def2-TZVPD def2/J DEFGRID3
* xyz 1 2
Pt 0.62381 -0.76879 0.10403
Br 2.52914 5.78052 3.14988
C 2.18028 4.35822 1.96970
C 1.73037 4.64461 0.65362
C 1.47009 3.64185 -0.22176
C 1.60167 2.25514 0.14854
O 1.36190 1.38086 -0.69279
C 2.09477 1.99094 1.49371
C 2.53989 0.68942 1.88759
N 2.16066 -0.43385 1.36747
C 2.94997 -1.60923 1.50352
C 3.73401 -1.95333 2.56860
C 4.55344 -3.10119 2.49649
C 4.59760 -3.86927 1.36781
C 3.77948 -3.54502 0.25814
C 3.75408 -4.27490 -0.95287
C 2.91549 -3.89098 -1.96021
C 2.05455 -2.79759 -1.75937
N 2.05572 -2.10159 -0.64693
C 2.93049 -2.43475 0.35462
C 2.38880 3.06656 2.36126
H 1.60676 5.67610 0.35030
H 1.15340 3.85640 -1.23378
H 3.33480 0.65162 2.63236
H 3.73528 -1.35414 3.46955
H 5.16223 -3.36129 3.35130
H 5.24501 -4.73442 1.31144
H 4.40375 -5.13335 -1.06914
H 2.88146 -4.42188 -2.90020
H 1.34038 -2.50139 -2.51716
H 2.77588 2.85522 3.35012
C -5.41745 1.93840 2.59716
C -3.97848 1.55013 2.82845
O -3.19965 1.82231 1.63040
P -2.68431 0.66647 0.67362
S -3.83242 -0.85083 0.46331
S -0.82103 0.26057 1.54837
O -2.43745 1.46776 -0.66973
C -1.95825 2.84412 -0.63336
C -1.56098 3.25008 -2.03148
H -5.97894 1.83439 3.52621
H -5.86960 1.29706 1.84177
H -5.48492 2.97542 2.26902
H -3.88749 0.49352 3.08191
H -3.51612 2.14339 3.61523
H -1.12233 2.91002 0.06315
H -2.77419 3.46181 -0.25950
H -0.70471 2.67638 -2.37714
H -1.29087 4.30666 -2.04324
H -2.39423 3.10831 -2.71991
N -3.30108 -2.77323 -4.21524
C -2.47140 -2.30991 -3.25574
C -2.18366 -3.06660 -2.10820
C -1.35904 -2.54670 -1.14680
N -0.76655 -1.34345 -1.26775
C -1.01931 -0.62178 -2.36876
C -1.84834 -1.05693 -3.36845
H -3.82451 -3.61768 -4.07166
H -3.58411 -2.18036 -4.97420
H -2.64427 -4.03191 -1.94847
H -1.16313 -3.08515 -0.23210
H -0.53754 0.33862 -2.41782
H -2.02880 -0.42141 -4.22490
*
```

---

The following is a quantum chemistry calculation of a structure of composition C25H26MgN7O6S2 at a distorted geometry, from the OMol25 dataset.

Its molar mass is 608.97 g mol⁻¹. The relative energy (zero: lowest compared OMol25 entry of this formula, charge and spin) comes out at 20.1 kJ/mol.

Geometry as ORCA input:
```
! RIJCOSX wB97M-V def2-TZVPD def2/J DEFGRID3
* xyz 1 1
Mg 11.95362 11.11635 12.76817
O 8.80311 10.44435 15.79770
C 9.68714 10.51174 14.77237
O 10.87235 10.78074 14.88921
C 9.07211 10.33024 13.41588
C 7.71150 10.03050 13.27897
C 7.21007 9.93855 11.98629
C 8.05147 10.14642 10.86370
C 9.37985 10.39746 11.13099
N 9.87838 10.49784 12.36704
C 10.33550 10.83156 10.03249
O 9.97259 10.84868 8.73235
O 11.42772 11.25171 10.38958
H 9.27071 10.48289 16.64487
H 7.11734 9.75187 14.12106
H 6.18631 9.64045 11.83697
H 7.68071 10.08421 9.84155
H 9.27845 10.23457 8.51165
N 16.79513 8.77490 5.90317
C 16.39520 9.12125 7.14635
C 17.11235 8.66462 8.28857
C 16.90958 9.18521 9.54894
C 15.83951 10.11888 9.62292
C 14.94594 10.38231 8.57139
C 15.27102 9.98354 7.30760
S 15.36374 10.79034 11.14043
O 15.29172 12.23546 10.92949
O 16.30726 10.30651 12.12675
N 13.87650 10.34433 11.41137
C 13.49774 9.03378 11.65542
N 12.56083 9.01706 12.62947
C 12.16914 7.83045 13.10179
C 12.53385 6.64748 12.46971
C 13.45412 6.77942 11.42534
N 14.02221 7.94018 11.07914
H 17.76096 8.49560 5.84186
H 16.34843 9.23211 5.10733
H 17.89410 7.90800 8.17080
H 17.49298 8.99554 10.44847
H 14.04978 10.94708 8.73132
H 14.70690 10.34004 6.44404
H 11.57576 7.83939 14.01750
H 12.21451 5.66390 12.85431
H 13.85083 5.93612 10.88375
C 15.50684 12.49189 16.81665
C 15.28289 12.93284 15.40174
C 16.53036 12.87284 14.49646
C 14.48795 14.25213 15.30987
C 14.29427 11.92217 14.92245
N 13.38134 11.60200 14.26120
H 16.26652 13.04186 17.31695
H 15.73261 11.42379 16.81606
H 14.58495 12.58040 17.39314
H 17.16876 13.74188 14.67845
H 16.20871 12.81613 13.47258
H 17.05807 11.88761 14.71840
H 14.81825 15.07325 15.93071
H 13.46138 14.04773 15.66107
H 14.43844 14.61436 14.27621
S 12.23729 15.55105 11.45024
C 10.66709 15.36644 12.09603
C 10.49296 14.14238 12.66560
N 11.59415 13.29419 12.50044
C 12.59769 13.94462 11.90542
H 9.96062 16.18524 11.92799
H 9.69878 13.72204 13.25755
H 13.54197 13.47125 11.61562
*
```

---

The following is a quantum chemistry calculation of the molecule C25H26N2O5 at a distorted geometry, from the OMol25 dataset.

Its molar mass is 434.49 g mol⁻¹. As for the SMILES: CCCc1nc2ccccc2c(C(=O)OCC(=O)NCc2ccc3c(c2)OCO3)c1CC. The relative energy (zero: lowest compared OMol25 entry of this formula, charge and spin) comes out at 75.8 kJ/mol.

Geometry as ORCA input:
```
! RIJCOSX wB97M-V def2-TZVPD def2/J DEFGRID3
* xyz 0 1
C 2.12229 4.01383 -3.35427
C 3.22509 3.21668 -2.67075
C 2.86268 1.72981 -2.54848
C 1.63468 1.50342 -1.71200
N 0.54674 1.28928 -2.40282
C -0.63090 1.09883 -1.78561
C -1.77750 0.91561 -2.58633
C -2.99551 0.70698 -2.00609
C -3.11175 0.67594 -0.60889
C -2.01663 0.84864 0.19175
C -0.74289 1.06804 -0.36967
C 0.46135 1.25593 0.36682
C 0.37174 1.12985 1.84896
O -0.47804 1.64534 2.53904
O 1.29193 0.29082 2.33889
C 1.19839 -0.07890 3.71454
C 0.44351 -1.41651 3.77709
O 0.96749 -2.44828 4.12754
N -0.83382 -1.31039 3.35587
C -1.57015 -2.44882 2.84631
C -1.56740 -2.43226 1.33481
C -2.73906 -2.57492 0.61150
C -2.75508 -2.52939 -0.78190
C -1.55706 -2.31693 -1.41661
C -0.37118 -2.16888 -0.69394
C -0.34895 -2.23171 0.67476
O 0.66702 -1.96463 -1.55904
C 0.10623 -2.01106 -2.85491
O -1.28869 -2.21246 -2.75300
C 1.65154 1.51189 -0.28885
C 2.89875 1.83935 0.48540
C 2.75060 3.17456 1.21951
H 1.19781 3.95592 -2.78483
H 1.92995 3.62045 -4.34930
H 2.40881 5.05936 -3.44413
H 4.14635 3.29945 -3.25200
H 3.41726 3.63881 -1.68342
H 2.64391 1.34490 -3.54565
H 3.70850 1.17159 -2.14420
H -1.65455 0.94696 -3.65763
H -3.87424 0.56495 -2.61695
H -4.08132 0.51592 -0.16159
H -2.13758 0.84719 1.26271
H 2.21758 -0.21235 4.07849
H 0.67845 0.70186 4.27900
H -1.18185 -0.39971 3.09132
H -1.06197 -3.34131 3.22380
H -2.59247 -2.42849 3.23114
H -3.66913 -2.73083 1.13653
H -3.66827 -2.64672 -1.33987
H 0.57693 -2.13109 1.21668
H 0.55612 -2.84480 -3.41869
H 0.30928 -1.06194 -3.37311
H 3.75651 1.89576 -0.18142
H 3.09467 1.04862 1.20987
H 3.66735 3.41270 1.75418
H 2.54062 3.97863 0.51661
H 1.93381 3.13667 1.93698
*
```

---

The following is a quantum chemistry calculation of the molecule C25H26N2O5S, from the OMol25 dataset.

Its molar mass is 466.56 g mol⁻¹. As for the SMILES: COc1cccc(NC(=S)N(Cc2ccc(C(=O)O)cc2)Cc2ccc(OC)c(OC)c2)c1. The relative energy (zero: lowest compared OMol25 entry of this formula, charge and spin) comes out at 141.5 kJ/mol.

Geometry as ORCA input:
```
! RIJCOSX wB97M-V def2-TZVPD def2/J DEFGRID3
* xyz 0 1
C 0.57032 -0.29089 -5.21903
O 1.06589 -1.58661 -4.97938
C 1.33023 -1.96310 -3.69885
C 1.86535 -3.24362 -3.53654
C 2.17568 -3.70399 -2.27599
C 1.96025 -2.92065 -1.15266
C 1.40572 -1.65959 -1.30604
N 1.14962 -0.78646 -0.23636
C 0.62892 -1.06777 0.98800
S 0.64909 -2.58643 1.65432
N 0.06282 -0.02386 1.65211
C -0.29162 -0.13689 3.05088
C 0.53492 0.78594 3.90205
C 1.91793 0.81804 3.74189
C 2.69087 1.66045 4.51158
C 2.09179 2.48588 5.46276
C 2.95311 3.37528 6.26821
O 4.14884 3.47310 6.14199
O 2.27669 4.09260 7.18187
C 0.71022 2.45226 5.63181
C -0.05783 1.61025 4.85142
C -0.23372 1.25157 1.02366
C -0.96643 1.10261 -0.29260
C -0.79088 2.02118 -1.31492
C -1.43552 1.83204 -2.52189
C -2.23773 0.71990 -2.76356
O -2.74455 0.66993 -4.02637
C -3.62922 -0.35271 -4.43161
C -2.41684 -0.21993 -1.72831
O -3.17794 -1.32902 -1.96975
C -3.20971 -2.35201 -1.00172
C -1.79936 0.01125 -0.50720
C 1.10336 -1.17552 -2.58099
H -0.40954 -0.13646 -4.75904
H 0.47467 -0.20950 -6.30054
H 1.26342 0.47672 -4.85962
H 2.03181 -3.84588 -4.41488
H 2.60074 -4.68878 -2.15700
H 2.21701 -3.29037 -0.17616
H 1.01255 0.16447 -0.55327
H -0.10717 -1.17788 3.34334
H -1.35920 0.07221 3.18001
H 2.38189 0.16967 3.01313
H 3.76373 1.69477 4.39885
H 2.89577 4.64962 7.67866
H 0.24836 3.08924 6.36951
H -1.13026 1.58727 4.98370
H 0.68015 1.84570 0.87936
H -0.86188 1.80848 1.72554
H -0.15198 2.88032 -1.17461
H -1.31221 2.53599 -3.32955
H -4.52221 -0.38520 -3.80531
H -3.90886 -0.09222 -5.45228
H -3.14626 -1.33196 -4.42509
H -3.77292 -3.16359 -1.45951
H -2.20403 -2.70472 -0.75362
H -3.72238 -2.03010 -0.08991
H -1.93998 -0.69436 0.29508
H 0.67851 -0.18668 -2.67554
*
```